[1]
# C51H100N3O10

A 9-piece molecular cluster, C51H100N3O10 overall in a non-equilibrium geometry (the ωB97M-V functional and the def2-TZVPD basis, OMol25).

As for the HOMO-LUMO gap: 6.33 eV. The value obtained for the largest force on an atom is 4.363 eV/A. Its total charge is -1. The HOMO energy is -4.5 eV. For the total energy, the calculation gives -2919.73479 Eh.

XYZ file:
```
164
Properties=species:S:1:pos:R:3:mulliken_charge:R:1
C 7.375 -2.541 0.318 -1.12
C 6.267 -1.435 0.109 0.98
C 6.607 -0.333 -0.973 -0.90
C 5.109 -1.469 0.866 -0.75
C 4.572 -0.332 1.800 -0.33
C 4.151 1.008 1.020 -0.56
C 2.775 0.715 0.278 0.86
C 2.947 0.567 -1.275 -1.49
C 1.609 1.733 0.700 -0.40
C 0.258 1.072 0.264 -1.20
C -1.033 1.998 0.521 1.42
C -0.738 2.853 1.814 -0.43
O -0.447 2.355 2.923 -0.73
O -0.791 4.157 1.726 -0.71
C -1.151 3.042 -0.676 0.21
C -2.339 3.854 -0.921 -0.31
C -2.482 4.854 -1.976 -0.52
C -1.272 4.945 -2.841 -0.55
C -0.185 4.052 -2.503 -0.38
N -0.066 3.155 -1.492 -0.17
N -2.182 1.072 0.621 0.88
C -3.293 1.549 1.456 -0.65
C -3.264 1.038 2.931 -0.43
N -3.240 1.929 3.846 -0.50
C -2.604 0.499 -0.656 -1.02
C -2.855 -1.058 -0.478 0.73
C -2.074 -1.897 0.424 -0.15
C -2.285 -3.351 0.551 -1.18
C -3.305 -4.003 -0.269 0.99
C -3.511 -5.558 -0.182 -0.94
C -4.115 -3.178 -1.157 -0.44
C -3.901 -1.744 -1.274 -0.97
H 8.178 -2.392 -0.463 0.32
H 6.956 -3.567 0.130 0.34
H 7.858 -2.453 1.334 0.15
H 6.925 0.587 -0.413 0.15
H 5.704 -0.085 -1.581 0.02
H 7.404 -0.673 -1.682 0.44
H 4.518 -2.429 0.827 0.27
H 5.364 -0.110 2.563 0.04
H 3.702 -0.767 2.370 0.40
H 4.900 1.300 0.245 0.23
H 3.951 1.814 1.781 0.30
H 2.426 -0.295 0.656 0.11
H 3.623 -0.328 -1.437 0.19
H 2.010 0.345 -1.840 0.29
H 3.459 1.435 -1.770 0.29
H 1.834 2.681 0.151 0.13
H 1.721 1.831 1.816 0.55
H 0.104 0.181 0.937 0.16
H 0.210 0.754 -0.805 -0.11
H -3.221 3.709 -0.250 0.21
H -3.385 5.480 -2.122 0.38
H -1.242 5.663 -3.696 0.32
H 0.703 4.114 -3.191 0.28
H -4.246 1.128 1.006 0.61
H -3.439 2.658 1.503 0.23
H -3.311 -0.050 3.195 0.40
H -3.244 1.486 4.773 0.24
H -1.829 0.566 -1.469 0.48
H -3.578 0.914 -1.033 0.43
H -1.259 -1.479 1.063 0.26
H -1.655 -3.977 1.234 0.25
H -4.487 -5.850 0.271 0.10
H -2.629 -6.072 0.291 0.28
H -3.503 -5.915 -1.255 0.24
H -4.912 -3.627 -1.789 0.43
H -4.480 -1.079 -1.961 0.32
C 1.003 4.781 6.393 -1.11
C -0.180 4.175 7.134 0.39
C 0.100 2.734 7.536 -1.17
O -1.332 4.220 6.303 -0.55
H 1.211 4.227 5.473 0.22
H 0.785 5.811 6.101 0.32
H 1.903 4.777 7.015 0.37
H -0.400 4.769 8.025 0.29
H 0.278 2.112 6.654 0.23
H -0.761 2.307 8.057 0.31
H 0.973 2.668 8.191 0.38
H -1.148 3.695 5.508 0.34
C 11.867 -3.483 3.209 -1.38
C 10.648 -2.586 3.362 0.49
C 10.370 -2.275 4.825 -1.21
O 9.511 -3.226 2.787 -0.50
H 11.710 -4.441 3.715 0.35
H 12.048 -3.706 2.156 0.34
H 12.760 -3.011 3.626 0.38
H 10.806 -1.655 2.813 0.26
H 10.163 -3.193 5.385 0.33
H 9.487 -1.640 4.919 0.24
H 11.218 -1.767 5.289 0.38
H 9.362 -4.051 3.265 0.30
C -4.842 -10.647 0.903 -1.34
C -4.748 -9.134 1.020 0.43
C -6.077 -8.529 1.446 -1.23
O -4.355 -8.583 -0.235 -0.48
H -5.580 -10.934 0.148 0.35
H -3.885 -11.067 0.587 0.32
H -5.125 -11.101 1.856 0.37
H -3.975 -8.869 1.745 0.28
H -6.857 -8.744 0.709 0.31
H -5.999 -7.442 1.516 0.30
H -6.397 -8.919 2.415 0.38
H -5.031 -8.810 -0.885 0.33
C -0.248 7.411 0.597 -0.79
C -1.476 8.296 0.725 0.31
C -1.735 8.673 2.176 -1.23
O -2.612 7.610 0.200 -0.58
H -0.382 6.476 1.151 0.07
H -0.079 7.138 -0.448 0.23
H 0.646 7.915 0.975 0.43
H -1.342 9.203 0.128 0.29
H -1.917 7.781 2.782 0.27
H -2.627 9.300 2.256 0.32
H -0.887 9.216 2.600 0.37
H -2.736 6.805 0.722 0.37
C 2.813 0.715 -5.879 -1.38
C 3.530 -0.292 -4.993 0.95
C 4.599 -1.049 -5.765 -1.46
O 2.582 -1.216 -4.464 -0.52
H 2.310 0.213 -6.712 0.34
H 2.042 1.242 -5.314 0.32
H 3.512 1.450 -6.287 0.36
H 3.985 0.225 -4.145 0.00
H 4.156 -1.612 -6.593 0.36
H 5.096 -1.776 -5.118 0.35
H 5.352 -0.368 -6.170 0.37
H 2.173 -1.679 -5.206 0.34
C -8.049 -3.251 -5.659 -1.27
C -6.902 -2.849 -4.745 0.54
C -5.763 -3.853 -4.811 -1.42
O -7.375 -2.754 -3.402 -0.56
H -8.462 -4.221 -5.363 0.42
H -8.863 -2.528 -5.593 0.24
H -7.721 -3.315 -6.699 0.35
H -6.537 -1.859 -5.029 0.31
H -6.096 -4.844 -4.486 0.32
H -4.952 -3.557 -4.142 0.29
H -5.366 -3.935 -5.825 0.42
H -7.701 -3.624 -3.140 0.35
C -9.738 0.078 -6.395 -0.99
C -9.453 0.436 -7.845 0.38
C -10.685 1.013 -8.525 -1.25
O -9.024 -0.730 -8.547 -0.55
H -10.524 -0.681 -6.328 0.32
H -8.849 -0.344 -5.923 0.07
H -10.052 0.955 -5.826 0.41
H -8.636 1.159 -7.890 0.29
H -11.503 0.286 -8.531 0.32
H -10.469 1.255 -9.568 0.32
H -11.028 1.918 -8.020 0.35
H -9.739 -1.377 -8.513 0.35
C 7.873 3.331 5.213 -1.50
C 6.892 2.455 4.448 0.55
C 5.487 2.570 5.016 -1.22
O 7.319 1.096 4.512 -0.48
H 7.928 3.028 6.263 0.37
H 8.880 3.230 4.800 0.34
H 7.581 4.383 5.168 0.39
H 6.886 2.744 3.395 0.25
H 5.458 2.242 6.060 0.38
H 4.801 1.927 4.460 0.25
H 5.124 3.598 4.964 0.37
H 7.327 0.829 5.439 0.32
```



[2]
# C19H64N6O13

A 13-piece molecular cluster, C19H64N6O13 overall in a non-equilibrium geometry (the ωB97M-V functional and the def2-TZVPD basis, OMol25).

As for the HOMO-LUMO gap: 8.59 eV. For the energy above the lowest of the compared OMol25 structures with the same formula, charge and spin, the calculation gives 7.58 kJ/mol. The value obtained for the largest force on an atom is 7.689 eV/A. Its total charge is 0. The HOMO energy is -8.7 eV. For the total energy, the calculation gives -2068.81652 Eh.

XYZ file:
```
102
Properties=species:S:1:pos:R:3:mulliken_charge:R:1
C -2.624 -13.790 -17.122 -1.23
C -3.712 -14.788 -17.424 0.01
O -4.374 -14.374 -18.608 -0.75
H -1.916 -14.109 -16.311 -0.05
H -2.946 -12.828 -16.803 0.28
H -2.102 -13.603 -17.984 0.58
H -4.407 -14.764 -16.577 -0.29
H -3.272 -15.715 -17.377 0.75
H -5.161 -14.931 -18.663 0.56
C -9.574 -11.172 -13.764 -0.67
C -9.231 -11.605 -12.349 -0.43
O -7.974 -12.315 -12.408 -0.39
H -10.532 -10.657 -13.765 0.51
H -9.772 -12.060 -14.388 -0.16
H -8.832 -10.597 -14.280 0.26
H -9.990 -12.129 -11.794 0.29
H -8.910 -10.727 -11.826 0.41
H -7.527 -12.551 -11.583 0.14
C -7.020 -11.671 -15.744 -1.20
C -6.192 -12.735 -16.387 2.17
O -5.908 -12.321 -17.701 -0.71
H -7.227 -11.870 -14.676 -0.09
H -7.949 -11.507 -16.267 0.49
H -6.526 -10.685 -15.847 0.35
H -6.704 -13.671 -16.395 -0.90
H -5.246 -12.877 -15.836 -0.42
H -5.117 -12.754 -18.053 0.44
C -2.073 -16.245 -14.209 -0.19
C -0.636 -15.772 -14.146 -0.74
O 0.306 -16.843 -14.335 -0.55
H -2.226 -16.861 -15.105 0.23
H -2.740 -15.450 -14.187 -0.15
H -2.308 -16.939 -13.400 0.46
H -0.453 -15.332 -13.180 0.32
H -0.505 -15.009 -14.864 0.34
H 1.105 -16.431 -14.522 0.30
C -9.128 -19.481 -13.306 -0.33
C -9.907 -19.349 -12.044 -0.49
O -9.515 -18.190 -11.319 -0.67
H -8.041 -19.439 -13.149 -0.04
H -9.374 -18.816 -14.123 0.03
H -9.262 -20.440 -13.886 0.43
H -9.690 -20.224 -11.416 0.32
H -10.960 -19.380 -12.264 0.38
H -9.795 -17.441 -11.840 0.22
C -5.431 -19.728 -14.797 -0.80
C -4.151 -19.014 -15.310 -0.45
O -4.578 -17.662 -15.504 -0.22
H -6.375 -19.573 -15.365 0.21
H -5.669 -19.487 -13.853 -0.08
H -5.270 -20.769 -14.560 0.54
H -3.893 -19.286 -16.337 0.35
H -3.249 -19.208 -14.772 0.37
H -4.147 -17.105 -14.866 -0.44
C -10.193 -15.475 -16.257 0.29
O -9.876 -16.722 -15.650 -0.62
N -11.185 -15.330 -17.104 -0.43
N -9.587 -14.374 -15.955 0.19
H -11.695 -16.194 -17.329 0.32
H -11.218 -14.539 -17.785 0.22
H -8.787 -14.475 -15.274 -0.61
H -9.983 -13.517 -16.255 0.23
C -5.774 -17.645 -11.591 0.03
O -4.764 -17.137 -12.320 -0.53
N -7.001 -17.646 -11.972 0.77
N -5.515 -18.029 -10.398 -0.34
H -7.093 -17.246 -12.953 -0.65
H -7.802 -17.943 -11.384 0.37
H -4.512 -18.388 -10.339 0.34
H -6.239 -18.351 -9.678 0.21
C -6.897 -15.431 -14.175 -0.38
O -5.609 -14.980 -14.352 0.97
N -7.209 -16.724 -14.504 0.97
N -7.884 -14.702 -13.812 1.80
H -6.363 -17.169 -14.868 -0.50
H -8.148 -17.104 -14.632 -0.33
H -7.720 -13.725 -13.469 -0.69
H -8.729 -15.181 -13.423 0.01
C -6.325 -14.462 -10.399 -0.54
O -6.679 -13.091 -10.170 -0.61
H -6.356 -15.019 -9.433 0.41
H -5.288 -14.641 -10.576 0.47
H -6.875 -15.033 -11.095 -0.11
H -6.183 -12.696 -9.469 0.27
C -6.528 -16.388 -17.892 -1.35
O -6.822 -15.624 -19.013 -0.62
H -7.323 -17.111 -17.681 0.38
H -6.304 -15.785 -17.030 0.51
H -5.638 -16.917 -18.114 0.69
H -7.586 -15.067 -18.820 0.32
C -10.326 -15.141 -11.432 -0.58
O -10.152 -15.669 -12.750 -0.69
H -9.454 -15.386 -10.793 0.24
H -11.184 -15.619 -11.002 0.40
H -10.475 -14.089 -11.482 0.08
H -10.811 -15.261 -13.348 0.20
C -4.162 -12.510 -12.931 -0.32
O -3.744 -13.860 -12.817 -0.50
H -3.343 -11.860 -13.238 0.34
H -4.662 -12.123 -12.041 0.20
H -4.913 -12.460 -13.706 -0.18
H -4.463 -14.345 -13.254 0.05
```